(1)
The following is a quantum chemistry calculation of a structure of composition C15H15CuNO2S in a non-equilibrium geometry, from the OMol25 dataset.

The LUMO energy is -5.44 eV. The net charge is +1. As for the orbital gap: 5.6503 eV. The value obtained for the highest occupied orbital energy is -11.1 eV.

XYZ file:
```
35
Properties=species:S:1:pos:R:3:forces:R:3:lowdin_charge:R:1
C -3.67716 1.26220 1.90881 0.6 0.2 -1.1 -0.101
C -2.82369 2.11064 0.79870 0.2 -1.3 -0.2 -0.219
C -2.53547 1.06680 -0.39850 -0.2 -0.5 -1.7 -0.175
C -3.56492 1.03976 -1.56858 3.7 -3.1 -0.2 -0.005
C -3.28808 0.01161 -2.70869 2.1 0.1 3.0 -0.043
C -2.05644 -0.92609 -2.63220 -0.6 1.9 2.0 -0.015
C -1.02302 -0.90765 -1.44488 -4.2 2.6 -0.9 -0.200
C -1.29104 0.11631 -0.32306 -1.6 -0.7 -3.1 -0.347
S -0.12113 0.20373 1.12979 -0.1 -1.0 -1.3 0.929
C 1.40727 -0.59757 0.44001 2.1 -1.8 -1.6 -0.387
C 2.80373 -0.33583 1.11922 1.0 -1.7 -1.1 -0.140
C 2.90040 0.61173 2.43658 0.4 -1.1 -1.0 -0.148
O 2.72982 1.99720 2.01183 -1.6 -1.5 1.7 -0.177
O 3.57166 2.13016 0.93901 1.3 0.9 -2.2 -0.055
C 4.12809 -0.97417 0.62061 -4.5 -1.2 -2.5 0.020
C 3.99931 -1.91658 -0.63715 -3.3 1.4 1.3 -0.026
C 2.63297 -2.16988 -1.30770 0.7 1.8 2.8 -0.007
C 1.28968 -1.51990 -0.79328 4.3 -0.2 1.2 -0.238
N 0.06510 -1.90123 -1.51846 0.0 2.5 0.9 -0.003
H -4.76051 1.27359 1.54363 1.5 -0.1 0.9 0.083
H -3.27573 0.18213 1.82252 -0.8 1.7 0.6 0.070
H -3.55189 1.69068 2.96128 -0.3 -0.7 -1.6 0.082
H -1.83830 2.49846 1.22754 -1.3 -0.6 -0.6 0.089
H -3.40237 3.01199 0.40908 0.7 -1.3 0.5 0.112
H -4.49280 1.71478 -1.60530 1.8 -1.1 0.2 0.114
H -4.01859 -0.07744 -3.58843 1.4 0.1 1.5 0.103
H -1.90846 -1.67896 -3.49223 -0.2 1.3 1.6 0.103
H 3.95895 0.50754 2.89257 -1.7 0.0 -0.8 0.141
H 2.11284 0.29485 3.21673 1.1 1.0 -1.2 0.136
H 3.01928 2.34420 0.14293 0.2 -0.3 1.2 0.138
H 5.14487 -0.82603 1.10711 -1.8 0.0 -0.6 0.116
H 4.90060 -2.46161 -1.06328 -1.3 0.9 0.7 0.101
H 2.59735 -2.87288 -2.20022 0.0 1.1 1.3 0.103
H 0.26129 -1.99876 -2.53662 0.0 -0.3 1.1 0.138
Cu 0.10640 -2.90375 1.09063 0.4 1.1 -0.6 0.709
```
Positions in Å, forces in eV/Å.


(2)
The following is a quantum chemistry calculation of a structure of composition C15H15F3O6S2 in a non-equilibrium geometry, from the OMol25 dataset.

The LUMO energy is 0.39 eV. As for the orbital gap: 9.6017 eV. The value obtained for the highest occupied orbital energy is -9.2 eV.

XYZ file:
```
41
Properties=species:S:1:pos:R:3:forces:R:3:lowdin_charge:R:1
C 0.86459 -1.00096 2.91388 -0.3 0.5 0.1 0.011
C 0.55986 -0.39592 1.55904 -0.1 -1.7 -0.5 -0.267
O 0.10094 -1.52426 0.71948 0.2 0.3 0.0 -0.179
S 0.83878 -1.59004 -0.68763 -0.3 -0.1 2.4 0.559
O 1.09718 -2.92486 -0.94522 0.9 -2.3 -0.7 -0.180
O 0.13457 -0.80652 -1.59314 -0.6 1.7 -1.6 -0.168
O 2.18737 -0.87708 -0.16947 0.0 -0.2 0.4 -0.126
C 1.69386 0.13634 0.69701 0.0 0.8 -0.9 -0.345
S 2.93746 1.19490 1.40718 -0.1 1.5 -0.3 0.606
O 2.44234 1.82659 2.55099 -1.3 -0.4 2.0 -0.195
O 3.37450 2.06286 0.41116 1.0 0.5 -2.2 -0.210
F 4.14682 0.36642 1.81270 0.5 -1.5 0.3 -0.078
H 1.86290 -0.78069 3.26921 0.2 0.0 0.0 0.082
H 0.71428 -2.06632 2.84446 0.1 -0.3 0.0 0.095
H 0.15618 -0.62293 3.63839 0.0 0.1 0.3 0.093
H -0.26798 0.29184 1.50794 0.0 0.5 0.5 0.161
H 1.23092 0.84821 0.01402 0.1 0.6 0.2 0.121
F 1.15075 2.90346 -1.06366 -0.2 -0.1 -0.1 0.046
C 1.12714 4.24291 -0.88872 0.0 0.2 0.0 -0.278
C 2.32011 4.90118 -0.68790 0.3 0.0 0.0 -0.015
C 2.30039 6.27738 -0.52163 -0.2 0.0 0.0 -0.076
C 1.09580 6.96711 -0.54689 0.0 0.1 0.0 -0.096
C -0.09301 6.27964 -0.74377 0.1 0.0 0.0 -0.085
C -0.08207 4.90405 -0.92156 -0.2 -0.1 0.0 -0.017
H 3.24608 4.34536 -0.66192 0.0 -0.1 0.0 0.108
H 3.22814 6.81182 -0.36949 0.0 0.0 0.0 0.106
H 1.08438 8.04032 -0.41238 0.0 0.0 0.0 0.101
H -1.03285 6.81448 -0.76040 0.0 0.0 0.0 0.104
H -0.99607 4.34908 -1.08728 0.0 0.0 0.0 0.117
F -3.54467 -5.38979 1.69761 0.0 0.0 0.0 0.053
C -3.33120 -5.23497 0.37416 0.0 0.0 -0.1 -0.287
C -4.26819 -5.71795 -0.51547 -0.2 -0.1 0.1 -0.022
C -4.04600 -5.55280 -1.87451 0.1 0.0 0.0 -0.086
C -2.89539 -4.91937 -2.32234 0.0 0.0 -0.1 -0.091
C -1.96470 -4.44515 -1.40869 -0.1 0.0 -0.1 -0.073
C -2.18281 -4.59863 -0.04829 0.2 0.1 0.1 -0.011
H -5.15494 -6.21455 -0.14498 0.0 0.0 0.0 0.116
H -4.77418 -5.92019 -2.58493 0.0 0.0 0.0 0.104
H -2.72436 -4.79517 -3.38308 0.0 0.0 0.0 0.102
H -1.06497 -3.95612 -1.75343 0.0 0.0 0.0 0.088
H -1.47196 -4.22970 0.67952 0.0 0.0 0.0 0.113
```
Positions in Å, forces in eV/Å.


(3)
The following is a quantum chemistry calculation of an isolated molecule of C15H15F6N3O2 in a non-equilibrium geometry, from the OMol25 dataset.

The LUMO energy is -0.90 eV. As for the orbital gap: 8.4360 eV. The value obtained for the energy above the lowest of the compared OMol25 structures with the same formula, charge and spin is 5.14 kcal/mol. The value obtained for the highest occupied orbital energy is -9.3 eV.

XYZ file:
```
41
Properties=species:S:1:pos:R:3:forces:R:3:lowdin_charge:R:1
C 1.82556 4.14698 -0.54548 -0.2 -0.6 -0.2 -0.069
C 1.77747 2.63420 -0.87302 1.1 0.8 -0.3 -0.366
C 2.82114 2.30980 -1.95464 -0.2 -0.1 0.2 -0.070
C 1.97843 1.73058 0.34752 0.9 -0.3 -1.0 -0.308
N 3.30477 1.83250 0.96568 0.9 -3.3 0.6 0.147
C 3.83320 0.61049 1.03352 -0.5 4.1 -0.6 -0.043
C 3.03047 -0.45712 0.38679 -2.1 0.4 2.0 -0.306
N 3.76039 -1.22062 -0.63653 -1.0 -3.4 -0.7 0.051
O 3.43160 -2.42420 -0.61827 1.0 3.5 0.0 0.008
N 1.87269 0.32571 -0.12170 1.7 -0.5 0.4 -0.026
C 0.60158 -0.24335 -0.01089 -1.1 -0.8 0.1 -0.260
C -0.10239 -0.51833 -1.18289 -1.3 -0.9 1.1 0.019
C -1.38777 -1.09301 -1.08869 -0.7 0.0 0.0 0.014
C -2.03217 -1.35985 0.15869 0.6 0.1 0.1 -0.096
C -3.45212 -2.04996 0.26017 0.3 0.3 -1.5 -0.191
O -3.75687 -2.46702 -1.11614 -0.2 0.1 1.9 0.024
C -3.44065 -3.31811 1.18809 0.4 -0.8 -0.5 -0.489
F -2.37462 -4.07330 0.83230 -0.8 0.2 0.2 0.153
F -4.57682 -4.08781 0.99538 1.4 1.0 0.3 0.120
F -3.31163 -3.06512 2.50572 -0.4 0.0 -0.9 0.160
C -4.57386 -1.05193 0.75176 0.7 0.3 -0.4 -0.547
F -4.68670 -0.02327 -0.10884 0.2 -0.4 0.4 0.162
F -4.34628 -0.53655 1.97939 0.2 -0.3 -0.6 0.155
F -5.74463 -1.67675 0.79399 -0.4 -0.1 0.0 0.172
C -1.31087 -1.03690 1.33065 1.4 0.3 -2.5 0.003
C 0.01090 -0.52597 1.23167 -1.2 -0.1 -0.1 0.017
H 1.14366 4.33147 0.26985 -0.2 0.3 0.4 0.064
H 1.45744 4.73032 -1.40175 0.3 -0.2 0.2 0.081
H 2.82590 4.48829 -0.25328 -0.2 -0.2 -0.1 0.080
H 0.76943 2.40656 -1.24092 0.1 -0.1 0.0 0.133
H 3.80288 2.75744 -1.71945 -0.4 -0.4 0.0 0.087
H 2.87688 1.22801 -2.11760 0.3 0.3 0.1 0.064
H 2.49879 2.73052 -2.89032 -0.1 0.3 -0.5 0.067
H 1.17694 1.98736 1.04197 0.2 -0.2 0.5 0.149
H 4.82026 0.44430 1.49453 -0.6 0.1 -0.3 0.122
H 2.70602 -1.16392 1.19472 0.1 0.0 -0.7 0.152
H 0.35797 -0.38010 -2.14732 0.0 0.2 -0.1 0.117
H -1.91005 -1.30005 -2.03590 0.2 0.0 0.7 0.120
H -4.49093 -3.11409 -1.13521 0.4 0.5 0.3 0.123
H -1.71842 -1.19763 2.27275 -0.7 -0.3 1.5 0.088
H 0.53240 -0.30953 2.16369 0.0 0.0 -0.3 0.122
```
Positions in Å, forces in eV/Å.


(4)
The following is a quantum chemistry calculation of a structure of composition C15H15FeNO3 in a non-equilibrium geometry, from the OMol25 dataset.

The LUMO energy (alpha / beta) is 5.56 / 5.39 eV. As for the expectation value of S²: 6.10. The net charge is -2. As for the orbital gap (alpha / beta): 3.5647 / 5.5162 eV. The value obtained for the energy above the lowest of the compared OMol25 structures with the same formula, charge and spin is 36.52 kcal/mol. The value obtained for the highest occupied orbital energy (alpha / beta) is 2.0 / -0.1 eV. Its spin multiplicity is 5.

XYZ file:
```
35
Properties=species:S:1:pos:R:3:forces:R:3:lowdin_charge:R:1
C -4.59028 -0.83521 -3.03326 0.2 0.3 -0.1 -0.144
C -3.39250 0.02322 -2.54752 0.2 0.0 0.2 -0.523
O -2.87668 0.92557 -3.21784 -0.6 -0.6 0.3 -0.036
N -3.04678 -0.40248 -1.31114 -0.9 -1.0 -0.2 0.140
C -3.87190 -1.44319 -0.93800 0.4 0.8 -0.7 -0.551
O -3.89472 -2.10321 0.07844 -0.2 0.3 -0.5 0.031
O -4.82614 -1.73674 -1.97463 0.1 -0.1 0.4 -0.066
H -5.47414 -0.19856 -3.21924 0.3 -0.2 0.1 0.111
H -4.33263 -1.37014 -3.96439 -0.1 0.1 0.3 0.112
C -1.49238 1.52890 0.29711 -0.2 -0.2 0.2 -0.144
C -0.11834 1.93420 0.69421 0.0 0.6 0.5 -0.151
C 1.03704 1.49668 0.04098 0.9 0.2 -1.1 -0.340
C 2.44771 1.85576 0.36926 -0.7 1.3 -1.6 -0.173
C 3.31828 0.97532 -0.36659 0.2 0.7 -1.7 -0.217
C 2.49417 0.01280 -1.09246 0.6 1.0 -1.7 -0.209
C 1.11599 0.30837 -0.83113 -0.5 1.6 -1.5 -0.146
Fe 2.10014 -0.00835 0.84340 -0.3 0.5 0.8 0.255
C 0.83580 -1.00668 1.96361 0.2 -1.3 1.6 -0.181
C 1.69193 -0.12723 2.76896 0.1 -1.6 1.2 -0.196
C 3.07930 -0.49516 2.50496 -0.4 -1.4 1.4 -0.214
C 3.08155 -1.58742 1.54980 0.1 -1.4 1.5 -0.222
C 1.70605 -1.90438 1.21231 0.0 -1.3 1.8 -0.201
H -2.20129 1.80115 1.09913 0.1 -0.1 -0.3 0.059
H -1.79909 2.05895 -0.62223 -0.1 -0.2 0.1 0.066
H -1.63703 0.44658 0.07421 0.3 0.9 0.2 0.042
H 0.00868 2.67471 1.49249 -0.1 -0.2 -0.2 0.080
H 2.73813 2.67147 1.02137 0.0 -0.1 -0.1 0.089
H 4.40321 1.02141 -0.34711 -0.2 -0.1 0.0 0.078
H 2.83727 -0.82493 -1.70965 0.0 0.5 0.3 0.091
H 0.23505 -0.19059 -1.22961 0.3 0.0 0.1 0.112
H -0.25363 -1.06180 2.00181 0.5 0.2 -0.2 0.105
H 1.36782 0.58807 3.51997 0.0 0.0 -0.4 0.086
H 3.95690 -0.12138 3.02658 -0.2 0.1 -0.3 0.080
H 3.96147 -2.15605 1.25040 -0.2 0.3 -0.1 0.081
H 1.39101 -2.74966 0.59581 0.1 0.6 0.1 0.097
```
Positions in Å, forces in eV/Å.


(5)
The following is a quantum chemistry calculation of a structure of composition C15H15N4O2PtS2, from the OMol25 dataset.

The LUMO energy (alpha / beta) is -12.86 / -12.85 eV. The net charge is +3. As for the orbital gap (alpha / beta): 5.4880 / 5.4972 eV. The value obtained for the energy above the lowest of the compared OMol25 structures with the same formula, charge and spin is 0.00 kcal/mol. The value obtained for the highest occupied orbital energy (alpha / beta) is -18.3 / -18.3 eV.

XYZ file:
```
39
Properties=species:S:1:pos:R:3:forces:R:3:lowdin_charge:R:1
Pt -1.39289 -0.17311 0.14699 0.0 0.1 -0.2 0.759
C -0.09581 -4.19177 -0.71124 0.0 0.0 0.0 0.040
C -0.60933 -2.79801 -0.68766 0.0 0.1 0.0 -0.186
N -0.68945 -2.03985 0.35470 0.0 0.0 0.0 -0.116
N -0.29020 -2.43724 1.60969 0.0 0.0 0.0 0.047
C -0.32665 -1.54574 2.61852 0.0 0.0 0.0 -0.708
N 0.08907 -1.91095 3.80985 0.0 0.0 0.0 0.184
S -0.90226 0.06278 2.36660 0.0 0.0 0.0 0.696
C -1.09844 -2.15316 -1.92996 0.0 0.0 0.0 -0.196
C -1.08015 -2.79426 -3.14841 0.0 0.0 0.0 0.053
C -1.54597 -2.12430 -4.28057 0.0 0.0 0.0 0.036
C -2.01772 -0.83635 -4.14412 0.0 0.0 0.0 0.025
C -2.01132 -0.24617 -2.88528 0.0 0.0 0.0 -0.081
N -1.56572 -0.87875 -1.80361 0.0 0.0 0.0 -0.086
H 0.30860 -4.54334 0.23328 0.0 0.0 0.0 0.088
H 0.69957 -4.27560 -1.45405 0.0 0.0 0.0 0.124
H -0.90087 -4.86861 -1.00796 0.0 0.0 0.0 0.130
H 0.01864 -3.39061 1.74321 0.0 0.0 0.0 0.167
H 0.47086 -2.82569 4.00964 0.0 0.0 0.0 0.155
H 0.06994 -1.25210 4.57623 0.0 0.0 0.0 0.141
H -0.70875 -3.80550 -3.23207 0.0 0.0 0.0 0.136
H -1.53311 -2.61253 -5.24587 0.0 0.0 0.0 0.144
H -2.39022 -0.27659 -4.99056 0.0 0.0 0.0 0.140
H -2.37719 0.76264 -2.75451 0.0 0.0 0.0 0.100
O -6.71942 5.32838 3.48721 0.0 0.0 0.0 0.271
C -5.51382 4.87331 3.43925 0.0 -0.1 0.1 -0.469
O -4.64705 5.01298 4.26738 0.0 0.0 -0.1 0.284
C -4.79274 4.08881 2.40499 0.0 0.1 0.0 0.015
C -4.09158 4.78900 1.37890 0.1 0.0 -0.1 0.061
C -3.27255 4.09873 0.55668 0.0 0.1 0.0 -0.013
C -3.06280 2.66793 0.75530 0.2 -0.1 -0.1 -0.576
S -1.95782 1.97707 -0.24570 -0.1 0.0 0.2 0.896
C -3.78511 1.98441 1.81177 -0.1 0.0 0.1 -0.042
C -4.61976 2.67810 2.61179 0.0 -0.1 0.0 0.061
H -7.28892 5.07624 2.74166 0.0 0.0 0.0 0.177
H -4.23070 5.85643 1.26281 0.0 0.0 0.0 0.161
H -2.73974 4.59256 -0.24708 0.0 0.0 0.0 0.135
H -3.64808 0.91825 1.92979 0.0 0.0 0.0 0.088
H -5.16504 2.19181 3.41038 0.0 0.0 0.0 0.158
```
Positions in Å, forces in eV/Å.


(6)
The following is a quantum chemistry calculation of an isolated molecule of C15H15NO3S, from the OMol25 dataset.

The LUMO energy is 0.51 eV. As for the orbital gap: 9.1151 eV. The value obtained for the energy above the lowest of the compared OMol25 structures with the same formula, charge and spin is 5.31 kcal/mol. The value obtained for the highest occupied orbital energy is -8.6 eV.

XYZ file:
```
35
Properties=species:S:1:pos:R:3:forces:R:3:lowdin_charge:R:1
C 1.75499 -0.24744 -1.79942 0.1 -0.1 0.1 -0.044
C 2.58886 -1.08002 -0.86622 0.0 0.0 0.0 -0.214
C 3.86623 -1.47181 -1.23543 0.0 0.0 0.1 -0.054
C 4.65580 -2.23953 -0.39677 0.1 -0.1 0.0 -0.093
C 4.16610 -2.62752 0.83706 0.0 0.0 -0.1 -0.081
C 2.89537 -2.25049 1.23066 -0.1 0.0 0.2 -0.007
C 2.10364 -1.47932 0.38741 0.4 -0.2 0.0 -0.171
N 0.81112 -1.07790 0.75172 0.0 0.3 -0.6 0.151
C 0.12321 -1.31360 1.88946 -0.5 0.3 -0.2 -0.433
O 0.50278 -1.93752 2.85359 0.0 -0.1 0.2 0.083
C -1.27387 -0.67930 1.88562 -0.2 -0.4 0.6 -0.044
O -1.56967 -0.02894 0.65393 0.5 0.1 0.0 -0.018
C -2.84086 -0.06719 0.21775 -0.4 -0.2 -0.4 -0.474
O -3.73127 -0.62916 0.78879 0.0 0.0 0.1 0.137
C -2.98280 0.73058 -1.06265 -0.1 0.0 0.3 -0.034
C -3.11107 2.17521 -0.67349 -0.2 0.1 -0.1 -0.340
C -2.00682 2.99173 -0.31320 0.0 0.1 0.0 -0.148
C -2.37718 4.24899 0.03128 -0.3 0.2 0.0 -0.407
S -4.07887 4.47071 -0.06892 0.3 -0.4 -0.1 0.994
C -4.29115 2.84529 -0.57864 0.0 0.3 0.1 -0.364
H 0.83759 -0.76865 -2.07758 -0.1 0.0 -0.1 0.085
H 1.49082 0.70867 -1.34517 -0.1 0.1 0.0 0.083
H 2.31039 -0.04118 -2.71072 0.0 0.0 0.0 0.079
H 4.24928 -1.16895 -2.19951 0.0 0.0 -0.1 0.108
H 5.64727 -2.53131 -0.70823 0.1 0.0 0.0 0.099
H 4.77200 -3.22634 1.49972 0.0 -0.1 0.1 0.103
H 2.50745 -2.54850 2.18995 0.0 0.0 0.0 0.100
H 0.32292 -0.52291 0.06175 0.0 -0.1 0.2 0.111
H -1.32236 0.05030 2.70177 0.0 -0.1 -0.1 0.151
H -2.02113 -1.45574 2.08426 0.2 0.1 0.0 0.140
H -2.10004 0.58768 -1.68626 0.0 -0.1 0.0 0.125
H -3.87739 0.39566 -1.58566 0.1 -0.1 0.0 0.132
H -0.98892 2.64560 -0.31401 0.2 0.0 0.0 0.108
H -1.75568 5.06611 0.33821 0.2 0.1 0.1 0.062
H -5.27674 2.47679 -0.78105 -0.2 -0.1 -0.1 0.076
```
Positions in Å, forces in eV/Å.